Entry 1:
Entry from OMol25: a molecular structure, C43H66CsNOP2Si (ωB97M-V/def2-TZVPD).

## Properties
- Highest occupied orbital energy: -5.32 eV
- Lowest unoccupied orbital energy: -0.18 eV
- Molecular weight: 835.9 g/mol
- Energy above the lowest of the compared OMol25 structures with the same formula, charge and spin: 0.00 kJ/mol
- Electronic energy: -2800.477401 Ha

Atoms and positions in Å:
Cs  -0.82968  -0.38802  -0.50552
C  -0.12347  -2.54714  3.21459
Si  0.34426  -0.74984  2.67701
C  2.19888  -0.66153  3.25450
C  2.87171  -1.78729  3.75273
C  4.21979  -1.75941  4.09397
C  4.94215  -0.58501  3.95072
C  4.30700  0.54826  3.45655
C  2.95809  0.52611  3.09735
P  2.06522  1.98864  2.39374
C  3.10153  3.43793  2.92895
C  2.59207  4.76486  2.34657
C  3.37467  5.96053  2.89106
C  3.31914  6.02051  4.41320
C  3.80174  4.70878  5.02458
C  3.02848  3.51546  4.46722
C  2.45544  1.70734  0.59051
C  1.54334  2.53375  -0.33102
C  1.97157  2.33886  -1.78361
C  3.35387  2.98113  -2.01648
C  4.19844  3.00706  -0.73047
C  3.93055  1.77808  0.13448
C  -0.53346  0.22505  4.12885
C  0.20847  0.72576  5.21382
C  -0.37708  1.41402  6.26530
C  -1.75282  1.61778  6.28495
C  -2.51249  1.14768  5.22770
C  -1.92677  0.47503  4.15031
P  -2.84084  -0.01747  2.63227
C  -4.56870  -0.66379  2.95024
C  -5.33919  -0.38582  4.25228
C  -4.88776  -1.24936  5.43306
C  -4.87475  -2.73469  5.08383
C  -4.03946  -2.98101  3.83134
C  -4.60136  -2.17599  2.66363
C  -3.18869  1.59020  1.72255
C  -4.37428  2.50037  2.09833
C  -4.08199  3.56474  3.15388
C  -2.85208  4.38590  2.77582
C  -1.63962  3.48084  2.59115
C  -1.88651  2.40379  1.53234
H  -0.01255  -2.73059  4.29095
H  0.49353  -3.28374  2.68224
H  -1.16894  -2.75269  2.94907
H  2.32398  -2.71403  3.89966
H  4.69835  -2.64975  4.48805
H  5.98993  -0.54368  4.22496
H  4.88541  1.45756  3.36147
H  4.14903  3.32477  2.62472
H  1.53024  4.88233  2.59824
H  2.65581  4.76427  1.25870
H  2.98663  6.88597  2.45789
H  4.42041  5.87978  2.56998
H  2.28484  6.20448  4.72678
H  3.91377  6.85829  4.78429
H  3.70500  4.73872  6.11289
H  4.86957  4.57938  4.80882
H  1.97300  3.59660  4.75357
H  3.39376  2.59181  4.91563
H  2.13277  0.66251  0.50481
H  1.58321  3.59867  -0.08744
H  0.49725  2.25813  -0.16489
H  1.23817  2.75679  -2.47723
H  2.02179  1.26276  -1.99238
H  3.22570  4.00137  -2.38804
H  3.88595  2.43389  -2.79874
H  3.97293  3.90902  -0.15413
H  5.25890  3.07094  -0.98156
H  4.60130  1.75532  0.99404
H  4.17272  0.88316  -0.44960
H  1.28194  0.56652  5.24114
H  0.24116  1.78146  7.07771
H  -2.22577  2.14059  7.10922
H  -3.57908  1.31734  5.23860
H  -5.11058  -0.17194  2.13571
H  -6.39520  -0.61112  4.05267
H  -5.30743  0.67532  4.51255
H  -5.54549  -1.06597  6.28667
H  -3.88264  -0.96442  5.74547
H  -5.89841  -3.08639  4.90595
H  -4.48473  -3.30954  5.92643
H  -4.01557  -4.04539  3.58646
H  -3.00141  -2.67800  4.01899
H  -5.64536  -2.47587  2.50193
H  -4.05729  -2.39293  1.74238
H  -3.45384  1.18183  0.73847
H  -5.24092  1.90087  2.38638
H  -4.67164  3.02893  1.18306
H  -3.91324  3.10716  4.12861
H  -4.95790  4.21084  3.25746
H  -2.64836  5.13859  3.54099
H  -3.05248  4.93005  1.84338
H  -1.37515  3.01405  3.54220
H  -0.76362  4.06166  2.28828
H  -1.01220  1.73930  1.53307
H  -1.93060  2.89774  0.55131
O  0.83086  -2.01390  -1.87008
C  1.53624  -3.01023  -1.67453
C  1.91789  -3.44218  -0.27948
C  1.21852  -4.74916  0.12984
C  1.90609  -6.01095  -0.38772
C  1.98204  -6.14967  -1.90550
C  2.71992  -5.01319  -2.60433
N  1.95581  -3.77224  -2.70326
H  1.64722  -2.62239  0.38966
H  3.00378  -3.56973  -0.20871
H  0.17255  -4.72215  -0.19645
H  1.18964  -4.79088  1.21812
H  1.39464  -6.88616  0.01944
H  2.92508  -6.03879  0.01712
H  0.97903  -6.23333  -2.33652
H  2.50459  -7.08034  -2.14272
H  2.95678  -5.30494  -3.62523
H  3.67436  -4.82242  -2.10640
H  1.63882  -3.46676  -3.60796

Entry 2:
Entry from OMol25: a molecular structure, C43H68BInN15O6S (ωB97M-V/def2-TZVPD).

## Properties
- Highest occupied orbital energy: -4.43 eV
- Lowest unoccupied orbital energy: 1.54 eV
- Net charge: -1
- Molecular weight: 1048.8 g/mol
- Electronic energy: -3564.970958 Ha

Atoms and positions in Å:
C  0.62024  0.43833  3.88829
C  -0.31750  0.17627  2.61951
C  0.40236  0.64158  1.27603
In  2.63976  0.42062  1.26306
C  3.40829  -1.52584  2.10303
C  2.79238  -2.78380  1.40542
O  2.88994  -2.87686  0.18851
N  2.12660  -3.76565  2.23789
C  3.13121  -4.40283  3.15405
C  1.62684  -4.87260  1.38241
C  3.75649  2.14446  2.23772
S  4.44928  3.31733  1.03137
O  5.09666  4.44853  1.75618
O  5.48547  2.70773  0.17276
B  3.25535  0.47356  -0.96761
O  2.55376  1.46825  -1.77060
O  4.23240  -0.35019  -1.55042
O  -0.63002  -1.22455  2.63598
C  -1.98798  -1.48823  2.94939
C  -2.67608  -2.08434  1.66482
C  -3.94414  -1.61454  1.12051
C  -4.45518  -2.22490  -0.11647
C  -3.74446  -3.28999  -0.84018
C  -2.47698  -3.76363  -0.25473
C  -1.96455  -3.16005  0.96968
H  1.41018  -0.33995  3.99573
H  1.04452  1.47236  3.79116
H  -0.06090  0.42720  4.78493
H  -1.18862  0.86213  2.74189
H  0.15692  1.72123  1.10693
H  -0.00062  0.04691  0.41568
H  4.52341  -1.61250  1.95477
H  3.23634  -1.63974  3.21238
H  3.45562  -3.68748  3.95084
H  4.03078  -4.71516  2.54798
H  2.62551  -5.25969  3.65960
H  1.00827  -4.42755  0.55633
H  0.90740  -5.49401  1.98849
H  2.47191  -5.47676  0.96893
H  3.09821  2.73901  2.91703
H  4.65175  1.70952  2.75646
H  3.47779  3.83105  0.19611
H  1.62999  1.15658  -1.76465
H  3.98365  -0.41515  -2.49450
H  -2.04686  -2.22706  3.80108
H  -2.58724  -0.59907  3.26761
H  -4.49956  -0.80183  1.63560
H  -5.42740  -1.86853  -0.52837
H  -4.13334  -3.73542  -1.78289
H  -1.86826  -4.56015  -0.73196
H  -1.00530  -3.51696  1.39916
C  -7.50915  -4.23217  -2.42155
C  -7.64981  -3.52817  -1.12382
N  -7.76002  -2.96994  -0.09100
H  -6.58189  -4.80635  -2.43263
H  -8.34984  -4.91368  -2.57200
H  -7.48736  -3.50946  -3.23729
C  -2.34391  -2.55828  -5.05395
C  -3.53804  -3.41603  -4.87901
N  -4.45640  -4.09354  -4.71886
H  -2.28592  -1.83122  -4.24358
H  -1.44408  -3.17116  -5.04496
H  -2.40279  -2.02906  -6.00163
C  -2.37001  2.55642  5.38476
C  -1.65069  2.94454  4.15037
N  -1.08761  3.25243  3.18935
H  -3.28219  3.14453  5.48289
H  -2.63142  1.49924  5.34543
H  -1.73702  2.73318  6.25227
C  5.15989  -7.88479  -0.37320
C  5.04801  -7.17972  0.92289
N  4.95392  -6.62139  1.92508
H  6.10605  -8.42168  -0.42208
H  4.34120  -8.59537  -0.48265
H  5.11759  -7.16612  -1.18829
C  0.90849  2.76396  -4.32505
C  -0.18009  1.77255  -4.15043
N  -1.01927  0.98770  -4.01921
H  0.69103  3.40831  -5.17695
H  0.99892  3.37857  -3.42987
H  1.85233  2.24847  -4.49991
C  3.03290  5.61898  -2.70837
C  2.73928  6.25120  -4.02854
N  2.51298  6.73807  -5.04679
H  2.17710  5.73733  -2.04295
H  3.23458  4.55566  -2.84058
H  3.90563  6.09116  -2.25792
C  4.95700  9.40638  -2.08424
C  5.67827  8.40968  -2.90812
N  6.24985  7.63409  -3.55390
H  3.93662  9.06865  -1.90406
H  5.46467  9.53247  -1.12856
H  4.92911  10.36425  -2.60280
C  -3.26218  3.97436  9.32121
C  -3.14479  2.60652  8.76703
N  -3.05261  1.54326  8.33628
H  -2.28635  4.45891  9.31962
H  -3.95228  4.56063  8.71534
H  -3.63577  3.92823  10.34342
C  4.39645  9.41056  -6.80894
C  4.26620  10.78025  -7.35812
N  4.16503  11.84501  -7.78461
H  5.01313  9.42795  -5.91074
H  3.41231  9.01601  -6.55642
H  4.86199  8.75848  -7.54667
C  -2.98241  3.83084  -2.63715
C  -1.87408  4.79354  -2.44052
N  -1.00714  5.53675  -2.29161
H  -3.75594  4.00404  -1.88977
H  -3.41186  3.95592  -3.63053
H  -2.60311  2.81373  -2.53833
C  -0.99030  -0.83265  -8.95289
C  -0.38889  -1.15351  -7.63850
N  0.07781  -1.40149  -6.61623
H  -0.20659  -0.58139  -9.66662
H  -1.54818  -1.69186  -9.32400
H  -1.66672  0.01555  -8.85278
C  7.38155  -4.93429  -2.78227
C  7.02917  -6.35551  -3.00768
N  6.75080  -7.45946  -3.18240
H  8.01296  -4.57677  -3.59478
H  6.47534  -4.33010  -2.74225
H  7.91945  -4.83158  -1.84058
C  -5.67599  -1.11801  9.10068
C  -6.01359  -0.50312  7.79627
N  -6.27458  -0.02421  6.78302
H  -6.52038  -1.02482  9.78307
H  -5.44388  -2.17346  8.96298
H  -4.81042  -0.61576  9.53210
C  -8.27677  -6.26110  2.84890
C  -8.16949  -5.08607  1.95122
N  -8.08098  -4.17368  1.24031
H  -8.81246  -5.98420  3.75607
H  -8.81693  -7.06346  2.34647
H  -7.28115  -6.61469  3.11628